[1]
{"formula": "C3H5N3S2", "method": "ωB97M-V/def2-TZVPD", "lumo_energy_ev": -0.103, "charge": 0, "smiles": "Cn1[nH]nc(S)c1=S", "homo_ev": -8.58, "mol_weight_g_mol": 147.228, "e_tot_ha": -1077.87667, "gap_ev": 8.4766, "e_above_lowest_ev": 2.188, "symbols": ["C", "C", "C", "H", "H", "H", "H", "H", "N", "N", "N", "S", "S"], "positions_angstrom": [[1.35239, -0.50945, 2.25589], [0.02930, 0.39870, -0.94532], [-0.16286, -0.24276, 0.41681], [2.33025, -1.00840, 2.21037], [0.53915, -1.03909, 2.61286], [1.38759, 0.44038, 2.71067], [2.84995, -0.18920, -0.18593], [-2.11822, 0.40147, -1.29740], [1.04782, -0.35632, 0.90432], [2.03766, 0.34690, 0.10664], [1.34440, 0.68831, -1.10629], [-1.18618, 0.46581, -2.29450], [-1.52075, -0.54308, 1.31028]], "forces_ev_per_a": [[2.12, -0.51, -0.64], [3.41, -0.40, -0.46], [-1.03, 1.10, -1.16], [-0.32, -0.07, 1.10], [-1.08, -1.51, 1.42], [0.26, 1.16, 0.82], [-0.12, -0.45, 0.32], [-0.08, -0.06, -0.60], [2.20, 1.18, -2.52], [-3.07, 0.37, -1.38], [-2.59, -0.96, 1.29], [0.86, 0.17, 2.38], [-0.56, -0.03, -0.57]], "mulliken_charge": [-0.858, 0.223, 0.376, 0.264, 0.372, 0.331, 0.275, 0.152, 0.248, -0.266, -0.508, -0.188, -0.420]}

[2]
{"formula": "C25H19CoN3O2S2", "method": "ωB97M-V/def2-TZVPD", "lumo_energy_ev": [-0.297, -0.345], "charge": 0, "homo_ev": [-7.06, -7.03], "spin_multiplicity": 2, "mol_weight_g_mol": 516.513, "e_tot_ha": -3458.03041, "gap_ev": [6.7613, 6.6805], "symbols": ["Co", "O", "S", "O", "N", "C", "C", "C", "C", "C", "C", "C", "C", "N", "C", "C", "C", "C", "C", "C", "C", "H", "H", "H", "H", "H", "H", "H", "H", "H", "H", "H", "C", "C", "C", "C", "C", "C", "C", "C", "C", "S", "C", "N", "H", "H", "H", "H", "H", "H", "H", "H"], "positions_angstrom": [[0.54516, 0.23071, -0.18303], [-1.58556, -1.27601, -3.07866], [-0.62386, -0.36123, -2.53505], [0.67292, -0.89857, -2.06941], [-1.06453, 0.48408, -1.27857], [-2.24184, 0.50879, -0.54096], [-3.53493, 0.31599, -0.94531], [-4.58709, 0.46576, -0.00849], [-4.35844, 0.80986, 1.29349], [-3.02556, 0.99454, 1.74351], [-2.66265, 1.31865, 3.07207], [-1.34513, 1.43917, 3.40975], [-0.35781, 1.20962, 2.43036], [-0.66545, 0.90317, 1.19381], [-1.98385, 0.81967, 0.82650], [-0.22499, 0.82138, -3.78189], [0.59159, 1.90726, -3.48487], [0.91577, 2.79530, -4.49476], [0.43182, 2.59727, -5.78361], [-0.37824, 1.50979, -6.06724], [-0.71198, 0.61083, -5.06235], [-3.74640, 0.05578, -1.97306], [-5.60320, 0.31228, -0.34823], [-5.17673, 0.93543, 1.99046], [-3.44027, 1.46908, 3.81150], [-1.04118, 1.69290, 4.41514], [0.69922, 1.27579, 2.65744], [0.97249, 2.05473, -2.48234], [1.55193, 3.64277, -4.27659], [0.69036, 3.29610, -6.56874], [-0.75312, 1.35675, -7.07060], [-1.34497, -0.24290, -5.25933], [-0.67397, -2.65854, 0.56274], [0.59603, -2.40815, 1.32330], [1.06030, -3.35745, 2.26350], [2.20204, -3.10750, 2.95864], [2.91892, -1.91040, 2.73747], [4.11141, -1.60355, 3.43146], [4.74974, -0.42621, 3.16636], [4.23806, 0.47545, 2.21418], [3.08368, 0.21875, 1.50563], [2.45538, 1.34371, 0.32418], [2.40306, -1.01004, 1.78326], [1.24500, -1.28562, 1.10263], [-1.02586, -3.67689, 0.71776], [-0.52038, -2.50064, -0.50400], [-1.46001, -1.97584, 0.89662], [0.49999, -4.27041, 2.41196], [2.57709, -3.82057, 3.68384], [4.49799, -2.30596, 4.15917], [5.66368, -0.17622, 3.69057], [4.76435, 1.40135, 2.01980]], "forces_ev_per_a": [[-0.52, -0.22, 0.00], [-0.06, -0.08, 0.18], [0.43, -0.01, -0.19], [-0.09, 0.09, -0.18], [-0.09, -0.14, 0.27], [0.26, 0.11, -0.08], [-0.09, 0.02, 0.02], [0.05, -0.01, -0.07], [0.05, 0.01, 0.00], [-0.11, 0.00, 0.06], [-0.04, 0.02, -0.01], [0.04, -0.01, -0.05], [-0.10, 0.04, 0.06], [-0.11, 0.07, 0.17], [0.11, 0.01, 0.06], [-0.08, -0.04, -0.19], [-0.01, -0.04, -0.01], [0.01, 0.01, 0.00], [0.01, 0.01, 0.01], [-0.01, -0.01, 0.00], [0.01, 0.09, 0.00], [-0.01, 0.00, 0.00], [0.00, 0.00, 0.00], [0.00, -0.01, 0.00], [0.00, 0.00, 0.00], [0.00, 0.00, 0.00], [0.01, -0.01, 0.00], [0.00, -0.03, 0.01], [0.00, 0.00, 0.00], [0.00, 0.00, 0.01], [0.00, 0.00, 0.00], [0.01, -0.01, 0.00], [0.00, 0.01, 0.02], [-0.05, -0.03, 0.00], [-0.02, 0.01, -0.04], [0.03, 0.00, 0.01], [0.04, -0.05, 0.06], [-0.04, -0.02, -0.02], [-0.01, 0.06, -0.04], [0.08, 0.00, 0.04], [-0.11, -0.04, -0.03], [0.32, 0.11, 0.11], [-0.07, 0.04, -0.10], [0.16, 0.02, -0.04], [0.00, 0.01, 0.00], [0.01, -0.01, -0.01], [0.00, 0.01, -0.01], [0.00, 0.01, 0.00], [0.00, 0.01, 0.00], [-0.01, 0.00, 0.00], [0.00, 0.01, -0.01], [0.00, -0.01, 0.00]], "mulliken_charge": [-0.251, -0.712, 1.910, -0.684, -0.417, 0.550, -0.595, -0.725, -0.931, 0.977, -0.588, -1.019, 0.112, 0.296, 0.025, 0.024, -0.397, -0.672, -0.389, -0.667, -0.202, 0.500, 0.392, 0.395, 0.425, 0.416, 0.419, 0.251, 0.411, 0.381, 0.385, 0.455, -1.244, 1.061, -0.951, -0.813, 1.086, -0.882, -0.593, -0.560, 0.571, -0.440, -0.199, 0.085, 0.467, 0.162, 0.161, 0.436, 0.403, 0.365, 0.377, 0.432]}

[3]
{"formula": "CH4P2", "method": "ωB97M-V/def2-TZVPD", "lumo_energy_ev": [-1.231, -1.239], "charge": 0, "homo_ev": [-7.70, -7.55], "mol_weight_g_mol": 77.991, "e_tot_ha": -723.02593, "gap_ev": [6.4735, 6.3070], "e_above_lowest_ev": 3.291, "symbols": ["C", "P", "P", "H", "H", "H", "H"], "positions_angstrom": [[1.58819, -0.27386, -0.05271], [-2.56422, 0.55227, -0.03134], [-0.13910, 0.34724, -0.02985], [1.88803, -0.65242, -0.99821], [-2.66356, -0.58379, -0.89906], [-0.19832, 0.65774, 1.21298], [2.08899, -0.04719, 0.79818]], "forces_ev_per_a": [[-6.65, 1.13, -2.64], [2.07, -0.94, -0.69], [1.90, -1.97, -2.07], [0.79, -0.36, -0.22], [-0.20, 0.39, -0.04], [0.33, 1.33, 3.49], [1.75, 0.41, 2.17]], "mulliken_charge": [-0.673, -0.093, 0.189, 0.273, -0.001, 0.000, 0.305]}

[4]
{"formula": "C9H17NS2", "method": "ωB97M-V/def2-TZVPD", "lumo_energy_ev": [0.522, 0.523], "charge": 0, "homo_ev": [-7.04, -7.04], "mol_weight_g_mol": 203.376, "e_tot_ha": -1204.08950, "gap_ev": [7.5640, 7.5651], "e_above_lowest_ev": 3.390, "symbols": ["C", "C", "C", "C", "C", "C", "C", "C", "C", "N", "S", "S", "H", "H", "H", "H", "H", "H", "H", "H", "H", "H", "H", "H", "H", "H", "H", "H", "H"], "positions_angstrom": [[-1.31818, -0.42775, -0.28853], [2.42327, 2.67019, -1.23004], [2.71152, 2.01361, 0.13395], [2.57892, 1.56745, -2.30654], [1.14449, -0.26699, -0.45872], [-2.73698, -0.30436, 1.67111], [-2.60297, -2.43921, 0.23799], [-0.73557, -1.74775, 1.70137], [-1.90191, -1.26812, 0.80223], [-1.60871, 0.21799, -1.26284], [1.23872, 1.01464, 0.71804], [1.26266, 0.23258, -2.17321], [1.49953, 3.14645, -1.22773], [3.25754, 3.42561, -1.54953], [3.70449, 1.43358, 0.14393], [2.93669, 2.69495, 0.87674], [2.26734, 1.73998, -3.34519], [3.45436, 0.87241, -2.18317], [1.49312, -1.22391, -0.13482], [-2.11908, 0.54289, 1.77194], [-3.63322, 0.19360, 1.06303], [-3.11731, -0.63446, 2.62772], [-2.84999, -3.03067, 1.09238], [-3.40231, -2.16040, -0.42337], [-1.82471, -3.02772, -0.17769], [0.12314, -2.28905, 1.19459], [-0.15481, -1.07546, 2.27914], [-1.16463, -2.36119, 2.38226], [-0.92542, 0.49111, -1.93503]], "forces_ev_per_a": [[2.36, 0.26, -1.44], [4.26, -0.93, -1.16], [0.67, -1.92, -1.12], [-1.63, -2.04, 0.69], [-1.87, 0.46, -0.68], [-2.39, 1.24, -2.49], [0.40, -0.16, 0.42], [1.88, -0.11, -2.47], [1.68, 2.01, 1.46], [-2.42, -0.86, 1.34], [1.08, 0.91, -0.04], [-0.34, -0.82, 1.35], [-1.69, 0.74, -0.20], [-1.41, -0.94, 1.01], [-1.59, 0.23, -0.47], [-0.20, 1.82, 1.64], [1.05, 0.87, 0.16], [-0.27, 1.58, -0.37], [0.53, -0.39, -0.28], [0.82, 1.11, 0.85], [1.56, -1.49, 1.12], [0.16, -0.50, 0.08], [-1.14, -0.43, 0.49], [-0.36, -0.28, -0.22], [0.40, -0.71, -1.34], [-1.50, 0.20, 0.01], [-0.07, 1.66, 0.32], [-1.24, -2.33, 2.21], [1.25, 0.81, -0.85]], "mulliken_charge": [-0.153, -0.447, -0.871, -0.683, -0.651, -1.587, -1.830, -1.895, 2.246, -0.448, -0.061, -0.244, 0.351, 0.259, 0.358, 0.418, 0.382, 0.317, 0.538, 0.463, 0.309, 0.377, 0.459, 0.379, 0.464, 0.303, 0.368, 0.640, 0.237]}